Entry 1:
{
  "formula": "C23H70N2O11",
  "method": "ωB97M-V with the def2-TZVPD basis set",
  "largest_force_ev_per_a": 2.179,
  "orbital_gap_ev": 10.063,
  "e_above_lowest_ev": 1.843,
  "e_homo_ev": -9.626,
  "lumo_ev": 0.44,
  "smiles": "COC[C@H](C)N.COC[C@H](C)N.CC(C)O.CC(C)O.CC(C)O.CO.CO.CO.CO.CO.CO",
  "elements": ["C", "O", "C", "C", "C", "N", "H", "H", "H", "H", "H", "H", "H", "H", "H", "H", "H", "C", "O", "C", "C", "C", "N", "H", "H", "H", "H", "H", "H", "H", "H", "H", "H", "H", "C", "C", "C", "O", "H", "H", "H", "H", "H", "H", "H", "H", "C", "C", "C", "O", "H", "H", "H", "H", "H", "H", "H", "H", "C", "C", "C", "O", "H", "H", "H", "H", "H", "H", "H", "H", "C", "O", "H", "H", "H", "H", "C", "O", "H", "H", "H", "H", "C", "O", "H", "H", "H", "H", "C", "O", "H", "H", "H", "H", "C", "O", "H", "H", "H", "H", "C", "O", "H", "H", "H", "H"],
  "xyz": [[-2.308, -1.252, -1.286], [-2.261, -1.723, -2.614], [-3.145, -2.805, -2.827], [-3.909, -2.647, -4.128], [-5.113, -1.722, -3.931], [-4.347, -3.989, -4.575], [-1.593, -0.449, -1.111], [-2.150, -2.040, -0.544], [-3.280, -0.812, -1.027], [-2.602, -3.760, -2.812], [-3.821, -3.002, -1.983], [-3.139, -2.388, -4.861], [-5.836, -1.791, -4.745], [-4.871, -0.687, -3.683], [-5.682, -2.062, -3.057], [-4.983, -3.825, -5.357], [-5.047, -4.304, -3.894], [-6.122, 1.087, 2.183], [-5.178, 1.128, 1.112], [-3.909, 1.613, 1.491], [-3.757, 3.074, 1.879], [-4.435, 4.071, 0.975], [-2.291, 3.337, 1.871], [-5.925, 0.372, 2.981], [-6.996, 0.749, 1.621], [-6.392, 2.077, 2.554], [-3.495, 0.957, 2.275], [-3.168, 1.355, 0.727], [-4.154, 3.313, 2.872], [-4.705, 3.743, -0.026], [-3.943, 5.045, 0.944], [-5.347, 4.353, 1.518], [-1.851, 2.794, 2.610], [-2.158, 4.315, 2.104], [1.527, -1.346, 0.616], [1.135, 0.080, 0.299], [-0.073, 0.597, 1.077], [2.242, 0.934, 0.441], [1.794, -1.357, 1.678], [2.403, -1.635, 0.035], [0.736, -2.094, 0.537], [0.741, 0.100, -0.731], [-0.923, -0.082, 1.115], [-0.417, 1.542, 0.654], [0.276, 0.833, 2.089], [2.895, 0.645, -0.217], [3.654, -0.725, 3.813], [4.767, -1.727, 4.192], [4.878, -2.741, 3.067], [5.947, -0.946, 4.350], [3.462, 0.029, 4.577], [2.750, -1.333, 3.685], [3.922, -0.214, 2.890], [4.450, -2.187, 5.135], [5.575, -3.551, 3.288], [5.257, -2.273, 2.152], [3.949, -3.187, 2.712], [5.918, -0.511, 5.204], [3.198, 3.813, 2.393], [2.234, 4.835, 1.829], [1.939, 6.041, 2.761], [2.797, 5.365, 0.610], [3.596, 3.305, 1.512], [2.734, 3.092, 3.059], [4.069, 4.327, 2.807], [1.322, 4.286, 1.571], [2.285, 5.781, 3.768], [0.861, 6.114, 2.923], [2.421, 6.956, 2.440], [2.054, 5.557, 0.030], [3.776, -4.686, -0.133], [4.852, -5.399, -0.702], [2.805, -5.189, -0.117], [4.018, -4.419, 0.893], [3.623, -3.758, -0.699], [4.550, -5.933, -1.440], [-1.005, -4.281, 1.515], [-2.085, -4.944, 0.822], [-1.011, -4.425, 2.591], [-0.052, -4.545, 1.047], [-1.217, -3.276, 1.143], [-2.303, -5.782, 1.242], [0.845, -2.573, -3.287], [2.183, -2.154, -3.564], [0.117, -2.474, -4.096], [0.943, -3.629, -3.012], [0.366, -2.020, -2.480], [2.391, -2.481, -4.443], [-0.371, 1.184, -3.664], [-1.038, 0.295, -4.538], [0.677, 1.111, -3.978], [-0.609, 2.246, -3.753], [-0.375, 0.821, -2.632], [-1.758, -0.164, -4.093], [4.920, 0.236, -1.691], [3.542, 0.086, -1.966], [5.533, 0.349, -2.594], [5.056, 1.204, -1.200], [5.311, -0.564, -1.057], [3.391, -0.816, -2.284], [-0.754, 3.708, -1.036], [-0.874, 4.530, -2.182], [0.211, 3.207, -0.956], [-0.954, 4.198, -0.085], [-1.468, 2.876, -1.074], [-1.699, 5.016, -2.116]]
}

---

Entry 2:
{
  "formula": "C23H70N2O17",
  "method": "ωB97M-V with the def2-TZVPD basis set",
  "largest_force_ev_per_a": 2.563,
  "orbital_gap_ev": 9.309,
  "e_above_lowest_ev": 0.085,
  "e_homo_ev": -9.058,
  "lumo_ev": 0.25,
  "smiles": "COC[C@H](C)N.COC[C@H](C)N.OCCO.OCCO.OCCO.OCCO.OCCO.OCCO.CO.CO.CO",
  "elements": ["C", "O", "C", "C", "C", "N", "H", "H", "H", "H", "H", "H", "H", "H", "H", "H", "H", "C", "O", "C", "C", "C", "N", "H", "H", "H", "H", "H", "H", "H", "H", "H", "H", "H", "O", "C", "C", "O", "H", "H", "H", "H", "H", "H", "O", "C", "C", "O", "H", "H", "H", "H", "H", "H", "O", "C", "C", "O", "H", "H", "H", "H", "H", "H", "O", "C", "C", "O", "H", "H", "H", "H", "H", "H", "O", "C", "C", "O", "H", "H", "H", "H", "H", "H", "O", "C", "C", "O", "H", "H", "H", "H", "H", "H", "C", "O", "H", "H", "H", "H", "C", "O", "H", "H", "H", "H", "C", "O", "H", "H", "H", "H"],
  "xyz": [[0.656, -1.163, -4.509], [1.634, -2.086, -4.070], [2.289, -1.551, -2.936], [3.421, -2.441, -2.625], [2.815, -3.847, -2.348], [4.256, -1.962, -1.530], [1.217, -0.220, -4.788], [-0.114, -0.939, -3.756], [0.143, -1.602, -5.373], [2.670, -0.591, -3.228], [1.619, -1.404, -2.105], [4.129, -2.478, -3.459], [2.354, -4.283, -3.235], [1.980, -3.771, -1.601], [3.623, -4.505, -1.916], [3.847, -1.959, -0.604], [5.096, -2.530, -1.603], [-2.560, 4.510, -0.355], [-1.580, 3.651, 0.147], [-2.120, 2.906, 1.260], [-2.489, 3.739, 2.476], [-1.533, 4.868, 2.826], [-2.689, 2.790, 3.631], [-2.813, 5.326, 0.328], [-3.464, 3.949, -0.697], [-2.134, 5.010, -1.220], [-3.124, 2.527, 0.857], [-1.375, 2.135, 1.522], [-3.458, 4.264, 2.322], [-1.912, 5.304, 3.742], [-1.431, 5.575, 2.062], [-0.527, 4.500, 3.106], [-3.646, 2.804, 3.900], [-2.156, 3.106, 4.440], [5.198, 0.635, -1.825], [4.187, 1.479, -1.386], [4.087, 1.601, 0.190], [3.816, 0.432, 0.949], [4.882, -0.293, -1.636], [4.452, 2.503, -1.684], [3.202, 1.234, -1.792], [3.294, 2.357, 0.416], [5.057, 2.018, 0.445], [2.912, 0.085, 0.722], [-4.140, -2.479, 3.432], [-3.362, -1.846, 2.426], [-3.968, -2.118, 1.047], [-4.241, -3.541, 0.991], [-4.199, -1.920, 4.203], [-3.298, -0.782, 2.584], [-2.359, -2.269, 2.447], [-3.248, -1.826, 0.286], [-4.854, -1.522, 0.872], [-4.980, -3.783, 1.565], [1.332, -0.573, 0.175], [0.279, 0.441, 0.123], [-0.456, 0.428, -1.232], [-1.240, -0.715, -1.325], [0.939, -1.416, 0.530], [-0.497, 0.258, 0.904], [0.749, 1.393, 0.361], [0.312, 0.418, -2.040], [-1.085, 1.379, -1.216], [-2.174, -0.554, -1.637], [4.460, -1.622, 2.913], [3.139, -1.992, 2.555], [2.864, -3.180, 3.462], [3.674, -4.287, 3.084], [4.852, -1.071, 2.226], [2.351, -1.215, 2.780], [3.045, -2.229, 1.427], [1.815, -3.571, 3.442], [3.110, -2.831, 4.490], [4.569, -4.089, 3.429], [-0.555, 2.927, -4.494], [0.276, 3.981, -4.080], [1.235, 3.544, -2.996], [2.442, 4.338, -2.997], [-1.240, 3.245, -5.086], [0.864, 4.299, -4.984], [-0.303, 4.891, -3.803], [1.507, 2.508, -3.135], [0.723, 3.646, -1.958], [3.167, 3.833, -2.593], [-1.610, 0.315, 3.899], [-0.363, 0.516, 4.553], [-0.424, 1.273, 5.867], [-0.577, 2.686, 5.779], [-2.029, 1.209, 3.722], [0.081, -0.448, 4.798], [0.388, 0.961, 3.866], [0.467, 1.032, 6.424], [-1.252, 0.835, 6.470], [-0.704, 2.927, 6.688], [-0.192, -4.183, 0.623], [0.287, -3.067, -0.085], [-1.120, -4.004, 1.249], [-0.460, -4.963, -0.122], [0.610, -4.524, 1.301], [-0.354, -2.569, -0.550], [-1.907, -3.720, -3.105], [-2.615, -3.076, -4.107], [-2.624, -4.152, -2.388], [-1.181, -4.480, -3.526], [-1.333, -2.938, -2.546], [-2.040, -2.748, -4.790], [-4.395, 0.557, -2.999], [-4.129, -0.354, -1.948], [-4.421, 1.571, -2.630], [-3.596, 0.442, -3.775], [-5.311, 0.318, -3.532], [-4.408, -1.202, -2.372]]
}

---

Entry 3:
{
  "formula": "C23H71N11O10",
  "method": "ωB97M-V with the def2-TZVPD basis set",
  "largest_force_ev_per_a": 5.171,
  "orbital_gap_ev": [1.741, 8.509],
  "total_charge": -1,
  "e_homo_ev": [0.252, -6.546],
  "lumo_ev": [1.99, 1.96],
  "multiplicity": 2,
  "elements": ["C", "O", "N", "N", "H", "H", "H", "H", "C", "O", "N", "N", "H", "H", "H", "H", "C", "O", "N", "N", "H", "H", "H", "H", "C", "C", "C", "O", "C", "N", "H", "H", "H", "H", "H", "H", "H", "H", "H", "H", "H", "C", "C", "C", "O", "C", "N", "H", "H", "H", "H", "H", "H", "H", "H", "H", "H", "H", "C", "C", "C", "O", "C", "N", "H", "H", "H", "H", "H", "H", "H", "H", "H", "H", "H", "C", "C", "C", "O", "C", "N", "H", "H", "H", "H", "H", "H", "H", "H", "H", "H", "H", "C", "C", "C", "O", "C", "N", "H", "H", "H", "H", "H", "H", "H", "H", "H", "H", "H", "O", "H", "H", "O", "H", "H"],
  "xyz": [[-0.471, -0.948, -0.117], [-1.337, -0.386, 0.479], [0.456, -0.102, -0.604], [-0.248, -2.238, -0.057], [0.308, 0.851, -0.304], [1.381, -0.472, -0.768], [0.529, -2.591, -0.596], [-0.804, -2.792, 0.578], [5.097, 1.080, -1.879], [5.758, 0.013, -1.614], [3.776, 1.051, -2.026], [5.588, 2.274, -2.027], [3.290, 0.171, -1.936], [3.220, 1.851, -2.295], [4.969, 3.029, -2.288], [6.549, 2.471, -1.788], [2.878, -2.679, -2.460], [2.454, -1.681, -1.959], [4.141, -2.782, -2.622], [2.146, -3.644, -2.866], [4.411, -3.506, -3.273], [4.649, -1.919, -2.492], [1.143, -3.581, -2.765], [2.523, -4.561, -3.060], [-3.952, -2.228, 1.104], [-4.286, -3.268, 2.187], [-5.385, -4.319, 1.821], [-5.367, -5.544, 2.472], [-5.871, -6.601, 1.714], [-3.015, -3.803, 2.587], [-3.344, -2.623, 0.290], [-3.337, -1.452, 1.560], [-4.791, -1.610, 0.785], [-4.605, -2.852, 3.143], [-5.173, -4.616, 0.794], [-6.394, -3.906, 1.829], [-6.901, -6.344, 1.467], [-5.879, -7.522, 2.298], [-5.270, -6.801, 0.827], [-2.568, -4.252, 1.800], [-3.104, -4.412, 3.387], [4.335, 1.227, 2.199], [5.376, 0.086, 2.399], [4.914, -1.335, 2.789], [4.297, -2.036, 1.632], [2.935, -2.192, 1.651], [6.361, 0.099, 1.353], [3.781, 1.306, 3.134], [3.546, 0.843, 1.554], [4.875, 2.113, 1.862], [6.021, 0.425, 3.210], [4.185, -1.286, 3.598], [5.802, -1.940, 2.971], [2.466, -1.309, 2.084], [2.601, -2.992, 2.312], [2.451, -2.417, 0.701], [6.549, 0.969, 0.876], [5.945, -0.481, 0.639], [-0.016, 0.328, -3.965], [0.146, 0.368, -5.499], [-1.151, 0.228, -6.254], [-1.072, 0.477, -7.603], [-0.446, -0.608, -8.341], [0.800, 1.672, -5.852], [0.925, 0.379, -3.417], [-0.693, -0.435, -3.582], [-0.515, 1.204, -3.553], [0.769, -0.498, -5.723], [-1.856, 0.992, -5.925], [-1.673, -0.693, -5.995], [0.397, -0.141, -8.850], [-1.038, -0.982, -9.176], [-0.143, -1.393, -7.647], [1.080, 1.613, -6.821], [0.009, 2.290, -5.959], [3.418, 5.291, 0.770], [2.281, 4.959, -0.246], [0.976, 4.525, 0.482], [1.219, 3.237, 1.075], [0.182, 2.829, 1.977], [1.999, 6.047, -1.152], [3.540, 4.500, 1.510], [3.454, 6.312, 1.150], [4.347, 5.339, 0.202], [2.578, 4.177, -0.946], [0.244, 4.467, -0.323], [0.512, 5.285, 1.111], [-0.051, 3.586, 2.726], [0.279, 1.926, 2.579], [-0.737, 2.721, 1.400], [2.871, 6.201, -1.639], [1.450, 5.714, -1.932], [-5.175, 0.618, 2.475], [-4.570, 1.925, 2.892], [-4.970, 2.170, 4.411], [-4.323, 3.361, 4.970], [-3.132, 3.116, 5.829], [-3.184, 1.677, 2.611], [-5.002, 0.582, 1.400], [-6.259, 0.507, 2.481], [-4.746, -0.226, 3.015], [-4.953, 2.727, 2.261], [-4.737, 1.274, 4.986], [-6.058, 2.149, 4.477], [-2.251, 2.811, 5.265], [-3.330, 2.352, 6.581], [-2.954, 3.990, 6.455], [-2.580, 2.072, 3.317], [-3.086, 0.672, 2.565], [-1.476, -5.485, 0.391], [-1.999, -6.148, 0.842], [-0.613, -5.540, 0.801], [-2.932, 2.059, 0.062], [-2.198, 1.445, 0.051], [-3.163, 2.140, 0.988]]
}

---

> Which formula does entry 1 have?

C23H70N2O11